(1)
{"formula": "C30H26N7NaO7S2Se2", "method": "ωB97M-V/def2-TZVPD", "species": ["Na", "C", "C", "C", "C", "C", "C", "C", "S", "O", "O", "N", "C", "C", "C", "C", "C", "N", "H", "H", "H", "H", "H", "H", "H", "H", "H", "H", "H", "Se", "Se", "C", "C", "C", "C", "C", "N", "C", "C", "C", "C", "C", "N", "H", "H", "H", "H", "H", "H", "H", "H", "N", "N", "C", "O", "O", "H", "H", "H", "O", "S", "O", "N", "C", "O", "C", "C", "C", "C", "C", "C", "H", "H", "H", "H"], "coordinates": [[0.9062, 0.6224, 0.4954], [-7.1214, -1.9003, -2.9098], [-6.1221, -1.1132, -2.1014], [-4.9346, -1.6981, -1.6670], [-3.9998, -0.9701, -0.9472], [-4.2488, 0.3647, -0.6510], [-5.4223, 0.9645, -1.0768], [-6.3529, 0.2235, -1.7951], [-3.0454, 1.2510, 0.3272], [-3.3958, 2.6622, 0.2218], [-3.1457, 0.6728, 1.6416], [-1.6637, 0.8611, -0.3113], [-1.3950, 1.2649, -1.6078], [-2.2163, 2.0653, -2.4430], [-1.8015, 2.3758, -3.7185], [-0.5741, 1.9145, -4.1873], [0.1647, 1.1433, -3.3100], [-0.2135, 0.8153, -2.0822], [-6.9337, -2.9717, -2.8309], [-7.0715, -1.6345, -3.9689], [-8.1432, -1.7118, -2.5743], [-4.7372, -2.7392, -1.8999], [-3.0675, -1.4172, -0.6208], [-5.5915, 2.0072, -0.8407], [-7.2736, 0.6943, -2.1267], [-3.1443, 2.4734, -2.0736], [-2.4351, 2.9944, -4.3457], [-0.2028, 2.1453, -5.1768], [1.1403, 0.7635, -3.6060], [-1.2811, -2.4894, 2.4505], [0.5666, -1.8933, 3.7024], [0.3638, 0.0363, 3.8008], [0.8787, 0.6406, 4.9455], [0.7366, 2.0075, 5.0762], [0.0361, 2.7057, 4.1042], [-0.4312, 2.0023, 3.0128], [-0.2292, 0.6969, 2.8289], [-0.4231, -2.9405, 0.7736], [-0.1424, -4.2802, 0.5290], [0.4932, -4.6117, -0.6550], [0.8158, -3.6027, -1.5421], [0.4964, -2.2972, -1.2023], [-0.1164, -1.9666, -0.0664], [1.3812, 0.0482, 5.6995], [1.1606, 2.5238, 5.9289], [-0.0988, 3.7759, 4.1624], [-0.9635, 2.5138, 2.2177], [-0.3852, -5.0288, 1.2701], [0.7610, -5.6407, -0.8638], [1.3414, -3.8119, -2.4644], [0.7590, -1.4614, -1.8391], [0.5052, 3.3200, -0.1926], [1.4541, 4.0186, 0.5844], [2.1122, 3.3036, 1.6468], [2.6056, 4.0473, 2.5172], [2.1240, 2.0575, 1.5587], [0.4815, 3.7094, -1.1260], [-0.4300, 3.3615, 0.2038], [1.1601, 4.9288, 0.9196], [3.8553, -2.7158, 2.8073], [3.8927, -2.6457, 1.3668], [3.9270, -3.9152, 0.6699], [2.7909, -1.6667, 0.7549], [3.3296, -0.6612, 0.0269], [2.7149, 0.1359, -0.6777], [4.8395, -0.6148, 0.1491], [5.7066, 0.3290, -0.3678], [7.0672, 0.1608, -0.1337], [7.5353, -0.9342, 0.5951], [6.6540, -1.8786, 1.1101], [5.3062, -1.6860, 0.8734], [5.3095, 1.1738, -0.9157], [7.7740, 0.8907, -0.5099], [8.5994, -1.0440, 0.7707], [7.0073, -2.7245, 1.6860]], "lowdin_charge": [0.22, -0.07, -0.29, -0.04, -0.04, -0.27, -0.06, -0.06, 0.53, -0.36, -0.33, -0.10, -0.39, -0.04, -0.11, -0.12, -0.17, 0.11, 0.07, 0.07, 0.07, 0.11, 0.11, 0.11, 0.10, 0.08, 0.09, 0.08, 0.10, 0.63, 0.66, -0.63, -0.12, -0.07, -0.06, -0.13, 0.06, -0.67, -0.12, -0.08, -0.06, -0.14, 0.07, 0.09, 0.10, 0.10, 0.10, 0.09, 0.10, 0.10, 0.09, 0.02, -0.04, -0.77, -0.07, -0.06, 0.07, 0.06, 0.10, -0.35, 0.58, -0.34, -0.04, -0.51, 0.00, -0.12, 0.00, -0.09, -0.10, -0.05, -0.21, 0.12, 0.09, 0.09, 0.11], "spin_multiplicity": 1, "relative_energy_ev": 1.2601, "total_charge": -2}

---

(2)
{"formula": "C10H22Si", "method": "ωB97M-V/def2-TZVPD", "species": ["C", "C", "C", "C", "C", "C", "C", "C", "C", "C", "Si", "H", "H", "H", "H", "H", "H", "H", "H", "H", "H", "H", "H", "H", "H", "H", "H", "H", "H", "H", "H", "H", "H"], "coordinates": [[-3.1460, 1.8309, -2.9161], [-3.9536, 2.3364, -2.0308], [-1.8980, 0.8983, -2.5756], [0.9083, -2.2399, -1.4516], [3.2354, -1.9644, -0.5709], [1.2352, 0.0555, 3.1070], [1.5518, 2.0463, 1.6040], [-1.6525, -0.9152, 1.8366], [1.9923, -2.7165, -0.8937], [0.8085, 0.7891, 1.7746], [-1.1937, 0.9155, 1.7702], [-3.2046, 2.2204, -3.9411], [-4.7754, 3.0164, -2.2352], [-1.0304, 1.2973, -2.1604], [-1.5120, 0.5735, -3.6809], [-2.2282, 0.0621, -2.0608], [-0.0589, -2.6942, -1.4847], [0.8143, -1.2288, -1.7807], [-3.6006, 2.2665, -0.9967], [3.9831, -2.8171, -0.7902], [3.3731, -1.6182, 0.4654], [3.3970, -1.2121, -1.2840], [1.0993, 0.6956, 3.9026], [0.6665, -0.8450, 3.1705], [2.2507, -0.1892, 2.9491], [2.6280, 1.8226, 1.4032], [1.5578, 2.6564, 2.4134], [1.2175, 2.5632, 0.7215], [-2.8273, -1.1795, 1.5824], [-1.3022, -1.3933, 0.9055], [-1.3140, -1.4044, 2.7493], [1.9311, -3.6590, -0.3990], [1.0474, 0.0310, 0.8970]], "lowdin_charge": [-0.23, -0.04, -0.09, -0.03, -0.11, -0.11, -0.19, -0.37, -0.26, -0.60, 0.79, 0.09, 0.05, 0.02, 0.11, 0.02, 0.05, 0.04, 0.05, 0.10, 0.07, 0.05, 0.04, 0.03, 0.06, 0.09, 0.03, 0.06, 0.07, 0.00, 0.00, 0.08, 0.11], "spin_multiplicity": 1, "relative_energy_ev": 4.1295, "total_charge": 0}

---

Computed strongest force on any atom, in the same sequence as the records: 0.017; 0.114 Eh/bohr.